Entry 1:
The following is a DFT calculation (wB97M-V/def2-TZVPD) of a cluster of 12 separate species, BF4H22O11 in total at a distorted geometry.

Summary:
ΔE to the lowest compared entry with this formula, charge and spin = 25.9 kcal/mol
LUMO level = 2.639 eV
charge = -1
Kohn-Sham gap = 9.999 eV
HOMO energy = -7.359 eV

Last column: Mulliken charge in e.
CARTESIAN COORDINATES (ANGSTROEM)
B1 -15.61 -11.77 17.76  0.22
F1 -15.14 -12.61 18.71  -0.41
F2 -14.44 -11.17 17.18  -0.21
F3 -16.28 -12.57 16.87  -0.16
F4 -16.48 -10.82 18.30  -0.30
O1 -18.08 -9.51 16.70  -0.64
H1 -17.75 -10.29 17.20  0.32
H2 -18.39 -9.98 15.92  0.31
O2 -12.06 -12.72 15.83  -0.56
H3 -12.45 -12.03 16.32  0.15
H4 -11.63 -13.21 16.52  0.32
O3 -16.80 -8.90 20.19  -0.70
H5 -16.92 -9.56 19.47  0.50
H6 -15.83 -8.85 20.17  0.26
O4 -14.68 -8.86 16.03  -0.72
H7 -14.18 -9.62 16.37  0.35
H8 -15.57 -8.99 16.29  0.35
O5 -18.18 -13.73 14.90  -0.62
H9 -18.67 -12.93 14.68  0.29
H10 -17.55 -13.40 15.54  0.38
O6 -11.22 -10.89 18.24  -0.62
H11 -10.67 -10.24 18.65  0.25
H12 -11.97 -10.98 18.84  0.45
O7 -15.38 -13.07 13.87  -0.65
H13 -14.61 -12.46 13.78  0.46
H14 -15.20 -13.65 14.61  0.27
O8 -13.72 -10.91 13.83  -0.71
H15 -14.52 -10.46 13.54  0.33
H16 -13.45 -10.59 14.75  0.29
O9 -13.27 -11.04 19.93  -0.74
H17 -14.01 -11.33 19.40  0.34
H18 -13.48 -10.09 20.20  0.32
O10 -12.13 -14.36 18.46  -0.67
H19 -12.00 -14.96 17.72  0.31
H20 -13.01 -14.00 18.41  0.32
O11 -14.49 -14.88 16.26  -0.60
H21 -14.82 -15.61 15.78  0.27
H22 -15.05 -14.65 17.00  0.29

---

Entry 2:
The following is a DFT calculation (wB97M-V/def2-TZVPD) of a cluster of 12 separate species, BF4H22O11 in total at a distorted geometry.

Summary:
ΔE to the lowest compared entry with this formula, charge and spin = 11.4 kcal/mol
LUMO level = 2.330 eV
charge = -1
Kohn-Sham gap = 10.305 eV
HOMO energy = -7.976 eV

Last column: Mulliken charge in e.
CARTESIAN COORDINATES (ANGSTROEM)
B1 0.15 -0.20 -0.26  0.49
F1 -0.09 -1.25 0.65  -0.20
F2 1.03 0.74 0.28  -0.32
F3 0.69 -0.88 -1.38  -0.36
F4 -1.01 0.44 -0.69  -0.53
O1 -2.54 2.07 1.24  -0.62
H1 -3.40 2.43 1.00  0.28
H2 -2.21 1.69 0.41  0.35
O2 1.81 -3.42 1.95  -0.68
H3 1.85 -2.47 1.77  0.32
H4 0.98 -3.54 2.44  0.37
O3 2.16 -1.32 -3.85  -0.65
H5 1.67 -1.08 -3.06  0.47
H6 1.86 -2.21 -4.05  0.29
O4 1.95 3.33 0.82  -0.66
H7 2.54 3.33 1.58  0.31
H8 1.48 2.48 0.88  0.36
O5 2.60 2.93 -2.40  -0.63
H9 2.98 3.58 -1.81  0.32
H10 1.82 2.62 -1.92  0.29
O6 -2.73 -1.07 1.78  -0.68
H11 -2.27 -1.06 0.94  0.29
H12 -2.45 -0.24 2.20  0.39
O7 -0.89 -3.11 3.14  -0.69
H13 -1.23 -2.51 2.46  0.34
H14 -1.31 -2.80 3.95  0.33
O8 -3.73 1.69 -1.56  -0.60
H15 -3.60 0.76 -1.79  0.29
H16 -4.67 1.75 -1.34  0.30
O9 0.13 -0.05 3.09  -0.69
H17 -0.09 -0.72 2.43  0.23
H18 0.50 0.67 2.57  0.36
O10 -1.01 0.00 -3.53  -0.61
H19 -0.70 0.43 -2.72  0.29
H20 -1.75 -0.53 -3.24  0.29
O11 3.50 -0.66 -0.54  -0.65
H21 3.33 -1.56 -0.84  0.34
H22 2.63 -0.23 -0.61  0.28

---

Entry 3:
The following is a DFT calculation (wB97M-V/def2-TZVPD) of a cluster of 12 separate species, BF4H22O11 in total at a distorted geometry.

Summary:
ΔE to the lowest compared entry with this formula, charge and spin = 32.1 kcal/mol
LUMO level = 2.307 eV
charge = -1
Kohn-Sham gap = 9.684 eV
HOMO energy = -7.377 eV

Last column: Mulliken charge in e.
CARTESIAN COORDINATES (ANGSTROEM)
B1 -0.48 0.81 -0.83  0.33
F1 -1.48 -0.02 -0.32  -0.21
F2 -0.58 0.99 -2.18  -0.34
F3 -0.64 2.05 -0.27  -0.53
F4 0.76 0.35 -0.58  -0.19
O1 -1.52 -2.69 0.62  -0.70
H1 -0.91 -2.40 -0.02  0.29
H2 -1.19 -3.53 0.81  0.31
O2 1.17 1.46 2.48  -0.60
H3 1.90 1.26 1.94  0.27
H4 1.32 0.84 3.15  0.29
O3 3.32 0.77 -1.12  -0.68
H5 3.57 -0.07 -1.51  0.29
H6 2.40 0.63 -0.91  0.46
O4 -1.37 0.02 3.03  -0.64
H7 -2.04 0.42 2.51  0.27
H8 -0.67 -0.23 2.48  0.45
O5 -1.32 2.74 2.08  -0.74
H9 -1.33 2.68 1.17  0.51
H10 -0.61 2.10 2.26  0.30
O6 0.80 -1.40 1.92  -0.74
H11 0.29 -2.07 1.42  0.38
H12 0.79 -0.60 1.41  0.19
O7 2.15 0.72 -3.84  -0.64
H13 1.45 1.09 -3.34  0.33
H14 2.87 1.33 -3.79  0.32
O8 -2.16 -1.93 -2.31  -0.64
H15 -2.33 -1.16 -1.75  0.32
H16 -1.47 -1.59 -2.90  0.32
O9 1.48 3.32 -1.41  -0.67
H17 2.00 3.18 -0.65  0.30
H18 0.68 2.93 -1.04  0.38
O10 0.86 -2.84 -0.76  -0.60
H19 1.53 -3.19 -0.22  0.30
H20 1.45 -2.26 -1.28  0.26
O11 -3.86 -1.47 1.21  -0.65
H21 -2.95 -1.64 1.01  0.38
H22 -3.87 -0.58 1.54  0.33

---

Entry 4:
The following is a DFT calculation (wB97M-V/def2-TZVPD) of a structure of composition BF4H66MnO33 at a distorted geometry.

Summary:
ΔE to the lowest compared entry with this formula, charge and spin = 105.4 kcal/mol
LUMO level (alpha / beta) = -6.773 / -6.866 eV
charge = +1
Kohn-Sham gap (alpha / beta) = 4.767 / 4.674 eV
<S²> = 8.75
2S+1 = 6
HOMO energy (alpha / beta) = -11.539 / -11.539 eV

Last column: Mulliken spin population.
CARTESIAN COORDINATES (ANGSTROEM)
Mn1 -1.95 -11.91 -30.97  4.89
B1 2.43 -12.73 -27.91  0.00
F1 1.25 -12.06 -28.18  0.01
F2 2.12 -13.44 -26.83  0.00
F3 2.83 -13.59 -28.95  0.00
F4 3.51 -11.84 -27.67  0.00
O1 1.46 -16.36 -23.47  0.00
H1 1.80 -16.39 -22.57  0.00
H2 0.54 -16.13 -23.37  0.00
O2 5.84 -11.25 -31.49  0.00
H3 6.24 -11.72 -32.23  0.00
H4 5.55 -10.43 -31.86  0.00
O3 -0.71 -16.19 -29.16  0.00
H5 -0.64 -16.98 -29.70  0.00
H6 -1.42 -16.37 -28.55  0.00
O4 6.04 -13.34 -22.72  0.00
H7 6.20 -14.26 -22.93  0.00
H8 5.73 -12.96 -23.54  0.00
O5 2.41 -10.72 -33.73  0.00
H9 1.84 -11.22 -34.31  0.00
H10 2.70 -11.35 -33.07  0.00
O6 0.66 -9.31 -23.24  0.00
H11 0.97 -10.04 -22.71  0.00
H12 1.05 -9.45 -24.10  0.00
O7 3.07 -13.94 -23.43  0.00
H13 2.61 -14.77 -23.54  0.00
H14 2.96 -13.73 -22.50  0.00
O8 2.74 -16.13 -29.96  0.00
H15 2.18 -16.38 -30.69  0.00
H16 2.49 -15.22 -29.78  0.00
O9 3.08 -12.46 -31.26  0.00
H17 3.18 -12.87 -30.41  0.00
H18 3.97 -12.34 -31.59  0.00
O10 5.69 -16.67 -30.33  0.00
H19 4.90 -16.44 -29.83  0.00
H20 5.58 -17.60 -30.53  0.00
O11 -3.81 -11.91 -26.17  0.00
H21 -4.64 -11.55 -26.49  0.00
H22 -3.14 -11.47 -26.70  0.00
O12 8.48 -11.92 -27.69  0.00
H23 8.64 -12.86 -27.78  0.00
H24 7.54 -11.82 -27.84  0.00
O13 1.42 -9.60 -25.66  0.00
H25 2.12 -10.17 -25.99  0.00
H26 1.47 -8.81 -26.20  0.00
O14 1.99 -7.67 -27.90  0.00
H27 1.62 -6.79 -27.86  0.00
H28 2.65 -7.62 -28.59  0.00
O15 7.04 -8.65 -28.37  0.00
H29 6.96 -8.32 -29.27  0.00
H30 7.13 -9.60 -28.48  0.00
O16 4.96 -8.15 -26.92  0.00
H31 5.71 -8.46 -27.42  0.00
H32 5.33 -7.50 -26.32  0.00
O17 0.30 -15.36 -26.89  0.00
H33 0.81 -14.56 -26.75  0.00
H34 0.14 -15.38 -27.84  0.00
O18 4.49 -15.11 -26.56  0.00
H35 4.56 -14.33 -26.02  0.00
H36 3.69 -14.97 -27.08  0.00
O19 -1.69 -16.36 -23.99  0.00
H37 -2.40 -15.73 -24.08  0.00
H38 -1.25 -16.35 -24.85  0.00
O20 0.78 -14.41 -31.59  0.00
H39 0.54 -15.31 -31.79  0.00
H40 1.39 -14.17 -32.29  0.00
O21 3.46 -18.44 -28.20  0.00
H41 2.64 -18.06 -28.54  0.00
H42 3.50 -18.14 -27.29  0.00
O22 5.90 -11.61 -28.66  0.00
H43 5.83 -11.35 -29.58  0.00
H44 5.00 -11.80 -28.39  0.00
O23 4.10 -16.80 -32.95  0.00
H45 3.37 -17.26 -32.53  0.00
H46 4.53 -16.33 -32.24  0.00
O24 -2.60 -9.27 -27.39  0.00
H47 -3.10 -8.46 -27.50  0.00
H48 -2.26 -9.23 -26.50  0.00
O25 -0.72 -13.14 -29.70  0.03
H49 -0.04 -12.89 -29.07  0.00
H50 -0.48 -14.02 -29.98  0.00
O26 -1.54 -10.40 -29.61  0.03
H51 -0.70 -9.94 -29.58  -0.01
H52 -2.02 -10.06 -28.86  0.01
O27 1.12 -9.58 -29.79  0.00
H53 1.49 -10.44 -29.61  0.00
H54 1.25 -9.09 -28.98  0.00
O28 1.97 -7.86 -31.41  0.00
H55 2.92 -7.93 -31.29  0.00
H56 1.61 -8.56 -30.86  0.00
O29 0.03 -12.40 -23.72  0.00
H57 -0.04 -12.12 -24.64  0.00
H58 0.84 -12.01 -23.41  0.00
O30 3.80 -10.00 -23.44  0.00
H59 4.15 -10.41 -24.23  0.00
H60 4.57 -9.71 -22.96  0.00
O31 2.00 -17.21 -26.10  0.00
H61 2.05 -17.10 -25.15  0.00
H62 1.40 -16.53 -26.39  0.00
O32 4.38 -12.25 -24.98  0.00
H63 3.88 -12.42 -25.77  0.00
H64 3.85 -12.62 -24.27  0.00
O33 -0.68 -11.50 -32.54  0.03
H65 -1.03 -10.95 -33.24  0.00
H66 0.14 -11.85 -32.89  0.00

---

- The highest charge belongs to which entry?
  BF4H66MnO33